No. 1
The following is a DFT calculation (ωB97M-V/def2-TZVPD) of one molecule with the formula C15H13N7O.

Values from the calculation:
DFT total energy	-28241.9093	eV
LUMO	-0.4	eV
largest force on an atom	2.6	eV/Å
orbital gap	8.71	eV

ORCA input file:
```
! wB97M-V def2-TZVPD RIJCOSX def2/J DEFGRID3
* xyz 0 1
N 0.79786 4.48803 0.07282
C -0.35517 3.92517 0.75181
C 0.03753 2.57506 1.26210
C 0.81508 2.41988 2.43022
C 1.34715 1.16839 2.82690
C 1.04219 0.04841 2.07583
C 0.27097 0.16932 0.92180
N 0.16727 -0.94938 0.11309
C -0.98413 -1.49069 -0.45370
C -2.39383 -1.13143 -0.16086
N -2.89812 -0.42605 0.81419
O -4.33447 -0.44656 0.60069
N -4.62545 -1.08201 -0.63753
C -3.48453 -1.49122 -1.05806
N -3.39234 -2.19644 -2.21895
N -0.69187 -2.42335 -1.30680
C 0.67646 -2.52290 -1.34298
C 1.53047 -3.27329 -2.12478
N 2.87514 -3.20208 -2.08696
C 3.42571 -2.28575 -1.28818
C 2.63823 -1.47869 -0.45559
C 1.24590 -1.58930 -0.48372
C -0.26640 1.41279 0.52182
H 1.09037 3.90575 -0.72002
H 1.55490 4.59480 0.72690
H -1.24576 3.84617 0.06630
H -0.59235 4.59185 1.55985
H 1.11941 3.26439 3.03509
H 1.97604 1.04509 3.70945
H 1.44603 -0.91902 2.39261
H -2.49466 -2.69606 -2.42493
H -4.22646 -2.49497 -2.74041
H 1.14474 -3.96807 -2.82859
H 4.48029 -2.08489 -1.33869
H 3.08549 -0.80860 0.23466
H -0.78165 1.50565 -0.44536
*
```

No. 2
The following is a DFT calculation (ωB97M-V/def2-TZVPD) of a 2-piece molecular cluster, C3H4S2 overall.

Values from the calculation:
DFT total energy	-24841.1403	eV
LUMO	-0.2	eV
largest force on an atom	5.2	eV/Å
orbital gap	8.63	eV

ORCA input file:
```
! wB97M-V def2-TZVPD RIJCOSX def2/J DEFGRID3
* xyz 0 1
C 2.02111 0.16388 1.34033
C 1.55142 0.81514 0.48892
C -0.75901 -0.08845 -0.78980
S -1.42083 -0.95122 0.50801
S -1.60145 0.23387 -2.21135
H 2.54633 -0.48918 1.91163
H -0.66431 -0.55524 1.59056
H 1.06493 1.30779 -0.39652
H -2.73819 -0.43659 -2.44177
*
```

No. 3
The following is a DFT calculation (ωB97M-V/def2-TZVPD) of a 2-piece molecular cluster, C2H6NO2 overall.

Values from the calculation:
DFT total energy	-7757.1978	eV
LUMO	4.2	eV
largest force on an atom	0.7	eV/Å
orbital gap	8.00	eV

ORCA input file:
```
! wB97M-V def2-TZVPD RIJCOSX def2/J DEFGRID3
* xyz -1 1
C 2.01511 0.12471 -0.13955
O 1.07400 0.45904 -1.12289
H 2.35028 -0.92314 -0.18561
H 1.59155 0.27101 0.85609
H 2.89354 0.76214 -0.28208
C -2.13521 -0.59076 0.29829
N -1.34999 0.44244 0.05454
O -3.24319 -0.63556 0.87220
H -1.65727 -1.52017 -0.08619
H 0.17310 0.30810 -0.72226
H -1.71193 1.30220 0.45744
*
```